[1]
ORCA calculation (ωB97M-V/def2-TZVPD) on a molecular structure, H3INO2P.

## Properties
Relative energy (zero: lowest compared OMol25 entry of this formula, charge and spin) = 15.8 kcal/mol
Orbital gap = 8.9 eV
Max |F| = 3.763 eV/Å

Last column: natural (NBO) charge in e.
Element x y z (Å)
I 2.26 0.81 0.01  0.322
P -0.12 -1.35 0.55  1.487
O -1.46 1.42 0.51  -0.960
O -0.75 -2.28 -0.39  -1.041
N 1.29 -1.00 -0.17  -1.185
H -1.08 2.32 0.92  0.486
H -1.67 1.57 -0.44  0.481
H 1.54 -1.49 -0.99  0.411


[2]
ORCA calculation (ωB97M-V/def2-TZVPD) on H3IP2S in the gas phase.

## Properties
Relative energy (zero: lowest compared OMol25 entry of this formula, charge and spin) = 53.4 kcal/mol
Orbital gap = 6.8 eV
Max |F| = 2.314 eV/Å

Last column: natural (NBO) charge in e.
Element x y z (Å)
I 2.16 0.10 0.08  0.406
S 1.51 -2.10 -0.01  -0.535
P -0.16 1.59 -0.10  0.123
P -1.59 -0.12 -0.04  0.010
H -0.37 2.02 1.15  -0.053
H -0.96 -0.42 -1.33  0.011
H -0.58 -1.07 0.24  0.039


[3]
ORCA calculation (ωB97M-V/def2-TZVPD) on H3N in the gas phase.

## Properties
Relative energy (zero: lowest compared OMol25 entry of this formula, charge and spin) = 0.0 kcal/mol
Orbital gap = 11.4 eV
SMILES = N
Max |F| = 0.323 eV/Å

Last column: natural (NBO) charge in e.
Element x y z (Å)
N -0.09 0.06 -0.03  -1.072
H -0.26 -0.92 -0.17  0.358
H 0.76 0.36 -0.48  0.359
H 0.03 0.19 0.96  0.355


[4]
ORCA calculation (ωB97M-V/def2-TZVPD) on H3N2O3P in the gas phase.

## Properties
Relative energy (zero: lowest compared OMol25 entry of this formula, charge and spin) = 7.2 kcal/mol
Orbital gap (alpha / beta) = 8.3 / 8.3 eV
Max |F| = 3.445 eV/Å

Last column: natural (NBO) charge in e.
Element x y z (Å)
P 0.28 -0.66 -0.10  2.320
O 0.94 -1.59 0.83  -1.051
O 0.59 -0.55 -1.55  -1.041
O 2.04 1.61 0.45  -0.134
N 0.94 1.24 0.09  -0.055
N -1.37 -0.64 0.19  -1.240
H -1.81 -0.89 1.16  0.429
H -2.12 -0.30 -0.42  0.417
H 0.52 1.78 -0.64  0.355


[5]
ORCA calculation (ωB97M-V/def2-TZVPD) on 2 unconnected molecules or ions with the total composition H3N2O3S.

## Properties
Relative energy (zero: lowest compared OMol25 entry of this formula, charge and spin) = 93.1 kcal/mol
Orbital gap (alpha / beta) = 8.5 / 5.9 eV
Max |F| = 2.601 eV/Å
Total charge = -1

Last column: natural (NBO) charge in e.
Element x y z (Å)
S 0.92 0.91 0.01  1.774
O 1.23 2.17 -0.62  -0.978
O 0.89 0.95 1.47  -0.981
O 1.83 -1.51 -0.23  -0.927
N -1.70 -0.24 -0.17  -0.436
N -0.96 0.68 -0.61  -0.492
H 1.39 -1.29 0.63  0.410
H -0.82 0.61 -1.60  0.339
H -1.87 -0.15 0.92  0.291


[6]
ORCA calculation (ωB97M-V/def2-TZVPD) on 2 unconnected molecules or ions with the total composition H3N2O4P.

## Properties
Relative energy (zero: lowest compared OMol25 entry of this formula, charge and spin) = 73.1 kcal/mol
Orbital gap (alpha / beta) = 6.6 / 7.4 eV
Max |F| = 3.055 eV/Å
Total charge = -2

Last column: natural (NBO) charge in e.
Element x y z (Å)
P -2.03 -0.02 0.00  2.389
O -3.24 0.12 0.87  -1.222
O 0.26 1.33 0.35  -0.238
O -2.00 0.88 -1.25  -1.248
O -1.49 -1.41 -0.27  -1.243
N -0.73 0.91 0.98  -0.321
N 0.69 0.56 -0.88  -0.646
H 0.72 -0.39 -0.51  0.348
H -0.23 0.56 -1.37  0.402
H 0.11 -0.83 2.14  -0.219


[7]
ORCA calculation (ωB97M-V/def2-TZVPD) on 2 unconnected molecules or ions with the total composition H3N2OP.

## Properties
⟨S²⟩ = 2.017
Relative energy (zero: lowest compared OMol25 entry of this formula, charge and spin) = 47.8 kcal/mol
Orbital gap (alpha / beta) = 7.7 / 7.7 eV
Max |F| = 2.996 eV/Å
2S+1 = 3

Last column: Mulliken spin population.
Element x y z (Å)
P 1.17 -0.50 -0.05  0.000
O 2.29 0.69 -0.03  0.090
N -0.03 0.48 -0.11  0.813
N -1.63 -0.65 -0.11  1.172
H -2.49 -0.18 0.29  -0.024
H -1.24 -1.33 0.51  -0.038
H 1.93 1.48 -0.50  -0.014


[8]
ORCA calculation (ωB97M-V/def2-TZVPD) on H3N2PS in the gas phase.

## Properties
Relative energy (zero: lowest compared OMol25 entry of this formula, charge and spin) = 44.8 kcal/mol
Orbital gap (alpha / beta) = 6.6 / 7.1 eV
SMILES = N/N=P/S
Max |F| = 3.296 eV/Å

Last column: natural (NBO) charge in e.
Element x y z (Å)
S 2.66 0.75 -0.19  -0.292
P 1.21 -0.68 -0.20  0.163
N -1.65 -0.31 -0.11  -0.496
N -0.61 0.46 -0.14  -0.246
H -2.65 -0.10 0.05  0.383
H -1.55 -1.25 -0.63  0.347
H 2.59 1.15 1.22  0.142